Record 1
{"formula": "C55H52NOPSV", "method": "ωB97M-V with the def2-TZVPD basis set", "elements": ["V", "C", "C", "C", "C", "C", "C", "C", "P", "C", "C", "C", "C", "C", "C", "C", "C", "C", "C", "C", "C", "C", "C", "H", "H", "H", "H", "H", "H", "H", "H", "H", "H", "H", "H", "H", "H", "H", "H", "H", "H", "H", "H", "C", "C", "C", "C", "C", "C", "C", "H", "H", "H", "H", "H", "H", "H", "N", "C", "C", "C", "C", "C", "C", "C", "C", "C", "C", "C", "C", "C", "H", "H", "H", "H", "H", "H", "H", "H", "H", "H", "C", "C", "C", "C", "C", "C", "C", "C", "C", "C", "H", "H", "H", "H", "H", "H", "H", "O", "S", "C", "C", "C", "C", "H", "H", "H", "H", "H", "H", "H", "H"], "xyz": [[-2.0239, -0.7761, 1.4461], [4.6636, -1.3337, 0.6460], [5.5099, -0.1316, 0.2733], [6.7538, 0.0329, 0.9624], [7.7035, 0.9467, 0.5066], [7.3614, 1.7609, -0.5693], [6.0990, 1.7503, -1.1530], [5.1753, 0.7249, -0.7644], [3.4946, 0.5263, -1.4665], [3.6495, -0.9505, -2.4979], [4.8999, -1.5230, -2.8484], [4.9547, -2.4657, -3.8911], [3.7257, -2.9095, -4.4685], [2.4901, -2.4254, -4.0582], [2.4418, -1.4131, -3.0729], [1.1391, -0.8028, -2.6812], [3.3099, 1.8503, -2.6786], [4.0794, 1.8989, -3.8547], [3.7726, 2.8069, -4.8814], [2.7453, 3.7208, -4.6698], [2.0043, 3.7668, -3.5283], [2.2183, 2.7976, -2.4980], [1.3566, 2.8350, -1.3827], [3.6801, -1.3751, 0.1931], [4.5165, -1.3856, 1.7332], [5.2100, -2.2788, 0.3345], [6.9399, -0.5813, 1.8741], [8.7353, 1.0471, 0.9311], [8.0830, 2.4935, -0.9480], [5.7404, 2.4796, -1.8444], [5.8652, -1.1973, -2.4324], [5.8659, -2.9028, -4.2524], [3.7825, -3.6600, -5.2186], [1.5413, -2.7968, -4.4729], [0.8981, 0.1838, -3.0935], [0.9988, -0.7036, -1.6082], [0.3131, -1.5176, -3.0085], [4.8670, 1.1515, -3.9729], [4.3646, 2.7742, -5.7464], [2.5401, 4.3868, -5.5199], [1.1961, 4.4776, -3.4008], [0.5602, 3.5592, -1.4492], [1.4476, 2.1377, -0.6065], [-3.7095, -1.8314, 1.5215], [-4.9664, -1.1694, 1.8568], [-5.4028, -1.2262, 3.2123], [-6.7087, -0.9962, 3.4989], [-7.6366, -0.7148, 2.5104], [-7.2008, -0.5028, 1.1947], [-5.8440, -0.6319, 0.8870], [-3.7653, -2.3710, 0.5478], [-3.3257, -2.4923, 2.3004], [-4.6144, -1.3373, 3.9446], [-7.0629, -1.0699, 4.5190], [-8.6617, -0.7435, 2.7590], [-7.8961, -0.3491, 0.3886], [-5.4676, -0.4008, -0.1084], [-2.3461, 0.8911, 0.8608], [-2.6399, 2.1003, 0.5297], [-3.4921, 2.3660, -0.6403], [-4.4047, 3.4402, -0.7178], [-5.2503, 3.5811, -1.8075], [-5.1546, 2.6627, -2.8522], [-4.0670, 1.8030, -2.9136], [-3.2632, 1.6316, -1.7948], [-1.8776, 3.2020, 1.1670], [-1.5063, 3.0468, 2.5019], [-0.6162, 3.9289, 3.0599], [-0.1580, 5.0128, 2.2975], [-0.7100, 5.3262, 1.0611], [-1.4905, 4.3551, 0.4695], [-4.3769, 4.1397, 0.1176], [-5.9961, 4.4101, -1.8731], [-5.9309, 2.6555, -3.6037], [-3.8231, 1.2533, -3.7932], [-2.4677, 0.8844, -1.7877], [-1.9185, 2.2657, 3.1194], [-0.2981, 3.8952, 4.1048], [0.6484, 5.6621, 2.6807], [-0.4049, 6.2598, 0.6243], [-1.8016, 4.4930, -0.5532], [-2.4842, -4.3137, -2.6475], [-2.9273, -2.9975, -2.4252], [-2.3898, -2.2176, -1.4052], [-1.3342, -2.7458, -0.5539], [-0.7350, -1.9046, 0.4083], [0.5200, -2.2800, 0.8102], [1.0104, -3.6016, 0.6402], [0.3491, -4.4670, -0.2102], [-0.7997, -4.0305, -0.8974], [-1.4453, -4.8193, -1.9062], [-3.0083, -4.9237, -3.3907], [-3.7126, -2.5270, -3.0264], [-2.7305, -1.1699, -1.3111], [1.1494, -1.5561, 1.3604], [1.9718, -3.8403, 1.1080], [0.7178, -5.4894, -0.3954], [-1.0797, -5.8501, -2.0412], [-1.7040, -0.9847, 3.4340], [-0.2504, -0.7524, 3.8587], [0.6038, -2.2327, 4.4782], [0.2746, -2.5649, 5.9451], [-0.6813, -1.4563, 6.4979], [-0.4558, -0.2037, 5.6885], [1.6546, -1.9724, 4.3149], [0.3717, -3.0413, 3.7945], [1.2520, -2.5953, 6.4648], [-0.2034, -3.5778, 6.0335], [-0.4798, -1.3035, 7.5725], [-1.7345, -1.8017, 6.4485], [0.5068, 0.2905, 5.9150], [-1.2875, 0.5214, 5.7864]], "atomic_forces_ev_per_a": [[0.5620, 2.4741, -0.0119], [0.7971, -0.9020, 0.2087], [1.3062, -0.4387, 0.8174], [-0.3586, -0.2432, 0.0740], [0.3016, -0.3253, 0.2010], [-0.0809, 1.0799, -0.6068], [-0.5223, -1.7772, 1.3569], [0.5536, 0.6925, -0.4909], [-0.4399, 1.0500, 0.4495], [0.8509, -0.4480, -0.6743], [-0.2143, -0.3876, -1.1473], [-2.2311, 0.0852, 0.4927], [0.9541, 0.5984, 0.8421], [0.2670, 0.5442, 0.6594], [0.7872, -0.1027, -0.3317], [-1.9169, -1.1642, -0.4172], [0.3309, -0.0211, -0.5602], [-0.9683, 0.1955, 0.0492], [0.8690, -1.4388, 1.7219], [-0.6444, 0.9127, -0.7587], [0.4439, -0.1150, -0.8705], [-1.2310, -0.1540, 2.3895], [1.1830, 0.6454, -2.4790], [-0.0647, 0.1987, -0.1467], [0.1204, -0.0062, -0.1122], [-0.6115, 0.9868, 0.3256], [-0.0419, 0.3729, -0.8816], [-1.1836, -0.2357, -0.1688], [-0.1551, -0.2140, 0.2366], [0.1640, 0.3197, -0.6155], [-0.6959, 0.1178, 0.0774], [0.4135, -0.0083, 0.0338], [-0.0524, -0.5486, -0.6379], [0.5545, 0.1379, 0.1073], [0.4226, -0.0932, -0.1279], [0.2526, 0.0295, 0.2143], [0.8249, 0.9081, 0.2808], [-0.0622, 0.1970, -0.1526], [0.5603, 0.2013, -1.2381], [-0.1344, 0.0556, 0.4664], [0.0218, 0.0126, -0.0547], [-0.2045, -0.0297, 0.4069], [-0.1705, -0.7068, 1.0718], [-1.4999, -0.8795, -0.9368], [0.1793, -0.8214, 0.3987], [0.8730, 0.7919, -1.2308], [-0.6426, 0.1319, 0.8105], [0.5301, -0.0679, -1.0991], [0.6938, -0.3150, 0.6968], [-0.1513, -0.3214, 0.3949], [-0.0989, 0.3526, 0.7610], [-0.4566, -0.4235, 0.1870], [-0.1986, -0.4963, 0.2927], [0.0020, -0.0116, 0.1942], [-1.0875, 0.2368, 0.1301], [-0.2784, 0.3928, -0.1049], [-0.0800, -0.2845, 0.0896], [0.0771, 0.1990, -0.6041], [0.6239, 0.0980, 0.2501], [0.0323, 0.9001, -0.4264], [0.4892, -0.1349, 0.4366], [-0.4966, 0.2941, 0.1759], [-0.0205, 0.4810, -0.2170], [-0.1449, -0.0740, 0.8189], [-0.1486, -0.5365, -0.2603], [-0.7187, -0.0315, -0.2632], [0.1861, 0.2062, 0.3513], [0.6124, 1.0927, -0.0668], [0.3913, 0.7917, 0.7723], [0.8028, -0.9317, 0.8776], [-0.5770, 0.1271, -0.1196], [-0.3702, -0.0448, -0.1838], [0.6063, -0.8608, 0.2508], [0.1939, 0.1623, -0.4096], [-0.1783, -0.4696, -0.5726], [-0.0985, 0.3307, -0.0330], [-0.1186, -0.3740, -0.2277], [-0.0193, -0.3919, -0.2810], [-0.6380, -0.2513, 0.0585], [-0.0212, 0.0054, -0.6182], [-0.2148, -0.0933, -0.1703], [-0.0408, -0.4944, 0.0498], [0.0634, 1.3950, 0.8629], [0.1480, -0.9367, -0.4831], [-0.6164, -0.2037, -1.9110], [0.7255, 0.3180, -0.8352], [0.7462, -0.4776, 1.1709], [0.2795, 0.3803, -0.7452], [0.6231, -0.5714, 0.4935], [-0.8159, 0.3597, -0.1463], [0.2097, -0.1777, 0.2488], [0.3529, 0.1215, 0.1917], [0.2635, -0.4167, 0.0150], [0.2898, -0.7662, 0.3109], [-0.2993, -0.4413, -0.0839], [-0.3105, -0.2491, -0.2228], [-0.1051, 0.5244, 0.1248], [-0.2013, 0.5148, -0.1304], [1.0259, -0.8231, 1.5929], [-0.9405, 1.2351, 1.2664], [-0.4316, -0.3416, -0.3570], [-0.2626, -0.2658, 0.0691], [0.1469, -1.0520, 0.4266], [0.1413, 0.3697, -0.8774], [-0.0982, -0.0188, 0.0778], [-0.0342, -0.0958, -0.2438], [-0.6669, 0.0334, 0.1211], [0.5092, 0.9467, -0.0748], [-0.0219, 0.1258, -0.3600], [0.5672, 0.2783, -0.2704], [-0.3938, -0.1791, 0.0318], [0.5559, -0.3263, -0.4336]], "spin_multiplicity": 4, "s_squared": 3.796, "homo_ev": [0.41, 0.02], "charge": -2, "orbital_gap_ha": [0.108, 0.122], "energy_ev": -107223.1675}

Record 2
{"formula": "C28H57O25", "method": "ωB97M-V with the def2-TZVPD basis set", "elements": ["C", "C", "C", "C", "O", "H", "H", "H", "H", "H", "H", "H", "H", "H", "C", "O", "C", "O", "O", "C", "H", "H", "H", "H", "H", "H", "C", "O", "C", "O", "O", "C", "H", "H", "H", "H", "H", "H", "C", "O", "C", "O", "O", "C", "H", "H", "H", "H", "H", "H", "C", "O", "C", "O", "O", "C", "H", "H", "H", "H", "H", "H", "C", "O", "C", "O", "O", "C", "H", "H", "H", "H", "H", "H", "C", "O", "C", "O", "O", "C", "H", "H", "H", "H", "H", "H", "C", "O", "C", "O", "O", "C", "H", "H", "H", "H", "H", "H", "C", "O", "C", "O", "O", "C", "H", "H", "H", "H", "H", "H"], "xyz": [[0.5093, -1.9460, 1.2869], [-0.1487, -0.9226, 0.3563], [-1.6474, -1.1905, 0.0898], [-2.4263, -1.5803, 1.3396], [-3.8247, -1.1894, 1.2502], [1.4205, -1.5027, 1.7267], [0.8531, -2.8172, 0.6957], [-0.0797, 0.0782, 0.8080], [0.3181, -0.8373, -0.6487], [-2.1243, -0.2816, -0.3150], [-1.7543, -1.9645, -0.6817], [-1.9992, -1.0864, 2.2135], [-2.3738, -2.6537, 1.5235], [-4.0549, -1.1983, 0.3139], [3.5943, -4.1533, 4.4912], [3.3633, -2.7924, 4.1158], [4.3438, -1.9587, 4.4206], [5.3964, -2.2618, 4.9388], [3.9915, -0.7296, 4.0564], [4.9737, 0.2735, 4.3050], [2.7288, -4.7034, 4.1350], [4.5059, -4.5318, 4.0325], [3.6847, -4.2372, 5.5740], [5.8902, 0.0575, 3.7571], [5.2000, 0.3359, 5.3689], [4.5302, 1.1999, 3.9530], [4.0962, -4.1115, 0.9131], [4.9725, -3.9597, -0.2206], [4.4053, -4.1714, -1.4017], [3.2936, -4.5796, -1.6048], [5.3089, -3.8874, -2.3550], [4.8213, -4.0741, -3.6851], [4.7381, -3.9679, 1.7772], [3.2988, -3.3669, 0.8921], [3.6642, -5.1108, 0.9247], [3.9644, -3.4295, -3.8738], [4.5252, -5.1108, -3.8429], [5.6452, -3.8093, -4.3426], [-4.0974, 5.8190, -0.0169], [-4.7303, 4.9826, 0.9535], [-4.6121, 3.6657, 0.6946], [-4.0454, 3.2045, -0.2602], [-5.2259, 3.0004, 1.6596], [-5.1038, 1.5628, 1.5709], [-4.2700, 6.8401, 0.3169], [-3.0276, 5.6209, -0.0617], [-4.5353, 5.6680, -1.0027], [-4.0747, 1.2381, 1.6868], [-5.4835, 1.2168, 0.6122], [-5.7116, 1.1764, 2.3821], [6.0889, -8.8362, 4.2618], [5.9683, -7.4265, 4.0578], [7.0740, -6.7309, 4.3369], [8.1121, -7.1988, 4.7338], [6.8272, -5.4485, 4.1050], [7.9223, -4.5599, 4.3686], [5.1212, -9.2491, 3.9943], [6.8704, -9.2488, 3.6259], [6.3238, -9.0530, 5.3027], [8.7725, -4.8138, 3.7381], [8.2114, -4.6183, 5.4163], [7.5400, -3.5702, 4.1400], [-7.5046, -3.4895, -2.5502], [-7.9506, -2.1629, -2.8628], [-7.0051, -1.2314, -2.7163], [-5.8713, -1.4304, -2.3707], [-7.5285, -0.0414, -3.0151], [-6.6007, 1.0477, -2.8818], [-8.3680, -4.1278, -2.7111], [-6.6837, -3.7789, -3.2036], [-7.1710, -3.5449, -1.5157], [-5.7514, 0.9081, -3.5474], [-6.2375, 1.1187, -1.8586], [-7.1613, 1.9367, -3.1530], [-4.1110, 7.3381, -6.3322], [-4.5931, 6.9569, -5.0390], [-5.2437, 7.9176, -4.3869], [-5.4503, 9.0329, -4.7934], [-5.6275, 7.4349, -3.2053], [-6.3426, 8.3670, -2.3889], [-3.6119, 6.4570, -6.7225], [-4.9391, 7.6288, -6.9762], [-3.4128, 8.1689, -6.2477], [-7.2600, 8.6876, -2.8790], [-5.7264, 9.2386, -2.1741], [-6.5697, 7.8352, -1.4697], [-4.2991, 6.2975, 3.7684], [-4.7722, 5.9561, 5.0819], [-5.4155, 6.9315, 5.7068], [-5.6243, 8.0403, 5.2798], [-5.8034, 6.4840, 6.9057], [-6.5172, 7.4433, 7.6880], [-3.8060, 5.4083, 3.3963], [-5.1339, 6.5589, 3.1242], [-3.6023, 7.1321, 3.8356], [-7.4258, 7.7558, 7.1757], [-5.8984, 8.3185, 7.8800], [-6.7585, 6.9353, 8.6168], [8.7684, -0.9596, -6.6042], [8.8788, -2.0165, -7.5680], [7.8647, -2.8804, -7.5435], [6.9133, -2.8268, -6.8083], [8.0807, -3.8148, -8.4703], [7.0559, -4.8144, -8.5408], [9.6548, -0.3495, -6.7456], [7.8669, -0.3765, -6.7816], [8.7379, -1.3667, -5.5955], [6.0971, -4.3600, -8.7834], [6.9719, -5.3407, -7.5918], [7.3698, -5.4921, -9.3285]], "atomic_forces_ev_per_a": [[0.2782, 0.0022, -0.1691], [-0.0434, -0.2185, 0.0222], [-0.0392, 0.1338, 0.0501], [0.0114, -0.0242, -0.0494], [-0.0599, 0.0216, -0.1502], [-0.0843, -0.0400, 0.0271], [-0.0976, 0.0268, 0.0445], [-0.0057, -0.0573, 0.0194], [-0.0232, 0.1586, 0.0433], [0.0876, -0.0404, -0.0376], [-0.0176, -0.0439, 0.1079], [-0.0650, 0.0015, -0.0338], [0.0818, 0.0708, 0.0389], [0.0323, -0.0740, 0.0708], [0.0104, -0.0619, -0.0476], [0.0511, 0.1058, 0.0807], [-0.0081, -0.1779, -0.0829], [0.0518, 0.0672, 0.0088], [-0.0024, 0.0000, 0.0261], [-0.0231, -0.0249, -0.0157], [-0.0277, 0.0581, -0.0040], [-0.0222, -0.0007, 0.0244], [-0.0182, 0.0067, 0.0050], [-0.0028, 0.0057, -0.0005], [0.0000, 0.0031, -0.0030], [0.0186, 0.0045, 0.0051], [-0.0750, 0.0113, 0.0204], [-0.0087, 0.1184, -0.0530], [0.0561, -0.1588, 0.0158], [0.0316, 0.0245, 0.0022], [-0.0463, 0.0275, 0.0239], [0.0498, 0.0104, -0.0395], [-0.0182, 0.0167, 0.0028], [-0.0191, -0.0149, -0.0135], [-0.0064, 0.0106, -0.0186], [-0.0028, -0.0059, 0.0121], [-0.0092, 0.0051, 0.0104], [-0.0170, 0.0142, -0.0041], [-0.0260, 0.0962, -0.0214], [0.0204, -0.0754, -0.0829], [-0.0186, 0.0653, -0.0039], [-0.0594, -0.0053, 0.0099], [0.0854, 0.0225, 0.0111], [-0.0751, -0.0295, 0.0273], [-0.0176, -0.0200, 0.0159], [-0.0155, -0.0503, -0.0266], [0.0398, -0.0117, -0.0133], [0.0131, 0.0565, -0.0409], [0.0324, -0.0204, 0.0046], [0.0219, -0.0208, -0.0066], [-0.0094, 0.0227, -0.0080], [0.0302, 0.0311, 0.0106], [0.0223, -0.0302, 0.0187], [-0.0429, 0.0268, -0.0200], [0.0236, -0.0557, -0.0129], [-0.0777, 0.0809, -0.0161], [0.0117, -0.0123, 0.0039], [-0.0057, 0.0004, 0.0001], [-0.0033, 0.0002, -0.0031], [-0.0053, -0.0089, 0.0036], [0.0013, -0.0212, -0.0067], [0.0081, -0.0041, 0.0297], [-0.0175, 0.0325, -0.0046], [0.0308, 0.0111, -0.0015], [0.0280, 0.0926, 0.0364], [-0.0156, -0.0437, 0.0057], [0.0201, -0.0518, 0.0061], [-0.0213, -0.0143, 0.0059], [0.0133, -0.0101, 0.0061], [-0.0051, -0.0028, 0.0009], [-0.0027, -0.0021, -0.0029], [-0.0036, 0.0037, 0.0025], [0.0046, 0.0109, -0.0079], [0.0173, 0.0051, 0.0055], [-0.0061, -0.0099, 0.0242], [-0.0184, 0.0198, 0.0196], [0.0055, 0.0158, -0.0053], [0.0047, -0.0475, 0.0174], [0.0008, 0.0033, -0.0318], [0.0090, 0.0302, 0.1045], [0.0010, 0.0139, -0.0123], [0.0051, -0.0038, -0.0003], [-0.0009, -0.0053, -0.0025], [0.0145, -0.0149, -0.0277], [-0.0013, 0.0009, -0.0313], [-0.0093, -0.0182, -0.0214], [0.0295, 0.0209, 0.1358], [-0.0122, 0.0364, 0.0207], [-0.0414, 0.0412, 0.0114], [0.0222, -0.0550, 0.0108], [0.0242, 0.0059, -0.0470], [0.0083, -0.0165, -0.0050], [-0.0154, -0.0308, -0.0035], [-0.0047, -0.0081, -0.0148], [-0.0126, 0.0005, -0.0389], [0.0022, -0.0038, 0.0032], [-0.0014, -0.0050, 0.0019], [-0.0059, 0.0167, -0.0006], [0.0081, -0.0199, -0.0188], [-0.0317, -0.0255, -0.0012], [-0.0147, 0.0088, 0.0353], [0.0186, -0.0251, -0.0199], [-0.0081, 0.0268, 0.0239], [0.0248, 0.0177, -0.0018], [-0.0102, 0.0065, 0.0134], [0.0059, 0.0010, 0.0009], [0.0025, 0.0040, -0.0033], [0.0031, -0.0043, -0.0016], [0.0007, -0.0013, -0.0055], [-0.0157, -0.0054, 0.0070]], "homo_ev": -1.03, "charge": -1, "orbital_gap_ha": 0.107, "energy_ev": -81146.1509}